Entry 1:
A molecular structure, C46H41CoN11O2P2. Source: the Open Molecules 2025 dataset; level of theory: ωB97M-V/def2-TZVPD.

```
103
C46H41CoN11O2P2 | the Open Molecules 2025 dataset | ωB97M-V/def2-TZVPD
Co -0.4697 -0.6469 -0.1500
N -3.1389 -2.6334 -0.6897
C -3.3719 -1.2984 -0.4877
N -4.5692 -0.7319 -0.5068
N -4.3426 0.5680 -0.2660
N -3.0840 0.7917 -0.1059
N -2.4289 -0.3803 -0.2385
C -1.9163 -3.2497 -0.5682
N -1.7462 -4.5663 -0.5532
N -0.4260 -4.7430 -0.4257
N 0.1743 -3.6008 -0.3633
N -0.7440 -2.6186 -0.4603
H -3.9398 -3.2272 -0.8180
C 1.1930 5.2955 0.8507
C -0.1773 4.5928 0.7871
C -1.3105 5.6077 1.0188
C -0.3287 3.9675 -0.5906
C -0.3870 4.7835 -1.7139
C -0.4515 4.2641 -2.9938
C -0.4574 2.8927 -3.1662
C -0.4234 2.0435 -2.0670
P -0.4676 0.2292 -2.3276
C -2.0420 -0.0610 -3.1876
C -2.2301 -1.3520 -3.6876
C -3.4077 -1.6844 -4.3334
C -4.4053 -0.7296 -4.4800
C -4.2394 0.5374 -3.9451
C -3.0628 0.8762 -3.2915
C 0.7645 0.0797 -3.6728
C 0.4443 -0.0424 -5.0218
C 1.4533 -0.1378 -5.9695
C 2.7856 -0.1127 -5.5852
C 3.1120 0.0147 -4.2425
C 2.1075 0.1056 -3.2933
C -0.3563 2.5888 -0.7795
O -0.3061 1.7082 0.2717
C -0.3242 2.1690 1.5611
C -0.4299 1.2150 2.5800
C -0.4370 1.6276 3.9074
C -0.3034 2.9659 4.2253
C -0.2039 3.8963 3.2055
C -0.2376 3.5250 1.8668
P -0.5832 -0.5642 2.1851
C -2.0029 -0.9905 3.2477
C -1.9554 -1.9363 4.2676
C -3.0892 -2.1975 5.0238
C -4.2779 -1.5362 4.7570
C -4.3323 -0.6017 3.7315
C -3.2021 -0.3260 2.9816
C 0.8630 -1.3263 2.9902
C 0.9586 -2.7172 2.8883
C 2.0674 -3.3863 3.3795
C 3.1094 -2.6723 3.9565
C 3.0377 -1.2887 4.0275
C 1.9260 -0.6146 3.5400
H 1.2662 6.0659 0.0825
H 1.9933 4.5727 0.6846
H 1.3443 5.7630 1.8247
H -1.2842 6.4030 0.2746
H -1.2246 6.0703 2.0014
H -2.2781 5.1088 0.9555
H -0.3797 5.8575 -1.5808
H -0.4919 4.9248 -3.8497
H -0.4991 2.4680 -4.1607
H -1.4441 -2.0899 -3.5607
H -3.5508 -2.6878 -4.7133
H -5.3221 -0.9829 -4.9965
H -5.0317 1.2701 -4.0247
H -2.9535 1.8545 -2.8452
H -0.5905 -0.0524 -5.3367
H 1.1990 -0.2241 -7.0182
H 3.5638 -0.1878 -6.3336
H 4.1498 0.0444 -3.9340
H 2.3522 0.2078 -2.2425
H -0.5478 0.8847 4.6878
H -0.2810 3.2831 5.2595
H -0.0953 4.9436 3.4554
H -1.0342 -2.4570 4.4884
H -3.0400 -2.9211 5.8275
H -5.1565 -1.7411 5.3546
H -5.2592 -0.0892 3.5096
H -3.2507 0.4141 2.1901
H 0.1686 -3.2732 2.3939
H 2.1158 -4.4652 3.3040
H 3.9797 -3.1935 4.3356
H 3.8508 -0.7248 4.4688
H 1.8909 0.4656 3.5933
N 1.5325 -0.5852 -0.0118
C 2.3992 -1.3217 0.2053
N 3.3721 -2.1483 0.4491
C 4.6837 -1.6612 0.8753
C 5.6717 -1.9046 -0.2591
O 5.6978 -3.2741 -0.6094
C 4.4292 -3.7303 -1.0604
C 3.3549 -3.5413 0.0028
H 4.9882 -2.2356 1.7530
H 4.6256 -0.6062 1.1382
H 6.6802 -1.6337 0.0507
H 5.3868 -1.2979 -1.1307
H 4.5468 -4.7886 -1.2855
H 4.1445 -3.1929 -1.9749
H 3.5768 -4.1677 0.8703
H 2.3639 -3.7940 -0.3767
```

Output
E ... -4595.8150 hartree
M ... 900.79 g/mol
Multiplicity ... 2
LUMO (spin up / spin down) ... 0.05 / 0.26 eV
Net charge ... 0

Löwdin atomic charge list, values in e, 2 entries: 0.150, 0.157


Entry 2:
A molecular structure, C46H41N3O4PdS. Source: the Open Molecules 2025 dataset; level of theory: ωB97M-V/def2-TZVPD.

```
96
C46H41N3O4PdS | the Open Molecules 2025 dataset | ωB97M-V/def2-TZVPD
Pd -0.2307 0.4811 -0.3102
O -1.6984 -0.6200 -1.1845
C -1.5986 -1.7835 -1.8971
C -0.3901 -2.6777 -1.4310
C 0.9793 -2.1380 -1.6790
C 1.8739 -2.8493 -2.4770
C 3.1545 -2.3614 -2.6645
C 3.4931 -1.1488 -2.0935
C 2.5454 -0.4667 -1.3339
C 2.8332 0.9066 -0.8274
C 2.5267 1.1514 0.6834
O 1.1899 1.2838 0.9126
C 3.2792 2.4426 1.0830
C 4.6317 2.6069 0.8058
C 5.2807 3.7849 1.1245
C 4.5923 4.8101 1.7502
C 3.2606 4.6341 2.0789
C 2.6106 3.4555 1.7527
C 3.1399 0.0942 1.6039
C 4.2756 -0.6375 1.2893
C 4.8167 -1.5149 2.2135
C 4.2437 -1.6589 3.4634
C 3.1189 -0.9184 3.7856
C 2.5706 -0.0541 2.8614
N 1.3368 -0.9848 -1.1101
C -1.4580 -1.4330 -3.3861
C -0.5289 -0.4663 -3.7606
C -0.4353 -0.0430 -5.0739
C -1.2860 -0.5624 -6.0347
C -2.2199 -1.5168 -5.6701
C -2.2965 -1.9595 -4.3599
C -2.8909 -2.5980 -1.6570
C -4.0409 -1.8722 -1.3698
C -5.2457 -2.4920 -1.1001
C -5.3327 -3.8733 -1.1164
C -4.2046 -4.6138 -1.4226
C -2.9993 -3.9851 -1.6953
H -0.4587 -3.6421 -1.9298
H -0.5468 -2.8070 -0.3589
H 1.5691 -3.7769 -2.9356
H 3.8721 -2.9107 -3.2578
H 4.4695 -0.7181 -2.2539
H 2.1724 1.6098 -1.3513
H 3.8575 1.1792 -1.0693
H 5.2022 1.8124 0.3499
H 6.3271 3.8991 0.8791
H 5.1000 5.7337 1.9885
H 2.7248 5.4213 2.5900
H 1.5766 3.3045 2.0199
H 4.7529 -0.5200 0.3279
H 5.6967 -2.0863 1.9559
H 4.6737 -2.3377 4.1864
H 2.6750 -1.0106 4.7641
H 1.6945 0.5313 3.0931
H 0.1168 -0.0147 -3.0153
H 0.2984 0.7030 -5.3429
H -1.2275 -0.2248 -7.0596
H -2.9027 -1.9159 -6.4057
H -3.0286 -2.7062 -4.0924
H -3.9652 -0.7979 -1.3497
H -6.1180 -1.8949 -0.8752
H -6.2671 -4.3695 -0.8952
H -4.2587 -5.6946 -1.4470
H -2.1558 -4.6120 -1.9434
N -2.9362 1.0124 4.5707
C -2.4192 -0.1872 4.9109
O -2.6406 -0.7110 5.9840
C -1.5250 -0.8163 3.8867
C -0.6947 -1.8517 4.3137
C 0.1719 -2.4335 3.4102
C 0.1991 -1.9469 2.1119
N -0.6151 -0.9928 1.6782
C -1.4661 -0.4515 2.5419
H -3.5124 1.4813 5.2486
H -2.7242 1.4796 3.7049
H -0.7497 -2.1798 5.3408
H 0.8140 -3.2492 3.7025
H 0.9057 -2.3450 1.3927
H -2.1459 0.2722 2.1103
C -1.7042 3.9657 -2.3947
S -1.0035 2.2785 -2.0454
O 0.4473 2.5482 -1.9427
C -1.6463 2.2091 -0.3495
C -2.9959 1.8161 -0.2376
C -3.7093 2.1140 0.9026
C -3.1143 2.8295 1.9378
C -1.7942 3.2617 1.8143
C -1.0772 3.0106 0.6636
H -1.5882 4.6014 -1.5245
H -2.7505 3.8532 -2.6467
H -1.1496 4.3711 -3.2339
H -3.4448 1.2915 -1.0690
H -4.7435 1.8160 0.9739
H -3.6972 3.1051 2.8036
H -1.3442 3.8382 2.6080
H -0.0933 3.4335 0.5070
```

Output
E ... -2768.7622 hartree
M ... 838.34 g/mol
LUMO (spin up / spin down) ... -1.15 / -1.15 eV
Energy above the lowest of the compared OMol25 structures with the same formula, charge and spin ... 2.286 eV
Net charge ... 0

Löwdin atomic charge list, values in e, 2 entries: 0.981, -0.284


Entry 3:
A molecular structure, C46H41N7O4PSeV. Source: the Open Molecules 2025 dataset; level of theory: ωB97M-V/def2-TZVPD.

```
101
C46H41N7O4PSeV | the Open Molecules 2025 dataset | ωB97M-V/def2-TZVPD
V 1.1101 1.2096 -0.5658
C 1.5502 7.9777 1.3341
C 1.1363 6.6129 0.8507
C 0.0927 6.4543 -0.0560
C -0.2531 5.2026 -0.5079
C 0.4214 4.0291 -0.0979
N 0.1225 2.8193 -0.6598
C -0.6006 2.8332 -1.8674
C 0.0040 3.3482 -3.0200
C -0.6021 3.2495 -4.2518
C -1.8397 2.6281 -4.3885
C -2.4490 2.4391 -5.7510
C -2.4779 2.1728 -3.2491
C -1.8980 2.2948 -1.9888
N -2.6670 1.9009 -0.8536
C -4.0231 1.9547 -0.7925
C -4.3877 1.6717 0.4994
C -3.1698 1.4561 1.1620
N -2.1397 1.5879 0.3404
C 1.3828 4.1914 0.9296
C 1.7379 5.4714 1.3465
N 1.9406 3.0736 1.5970
C 2.8744 3.1024 2.5709
C 2.9814 1.8331 3.0908
C 2.0704 1.0720 2.3609
N 1.4518 1.8236 1.4528
H 1.3534 8.7336 0.5743
H 2.6118 7.9976 1.5789
H 0.9894 8.2521 2.2314
H -0.4485 7.3227 -0.4131
H -1.0688 5.0932 -1.2082
H 0.9933 3.7779 -2.9229
H -0.1021 3.6397 -5.1300
H -2.1325 3.2348 -6.4243
H -3.5378 2.4331 -5.7062
H -2.1213 1.4879 -6.1758
H -3.4387 1.6813 -3.3468
H -4.6196 2.2142 -1.6482
H -5.3781 1.6338 0.9168
H -3.0219 1.2546 2.2107
H 2.5077 5.5966 2.0953
H 3.4192 3.9885 2.8327
H 3.6318 1.5050 3.8810
H 1.8303 0.0316 2.4760
O 5.7282 -3.9047 1.1697
C 6.0122 -2.8803 0.5271
O 7.0688 -2.4756 0.0219
C 4.7890 -1.9175 0.3119
C 3.4966 -2.4164 0.4239
C 2.4228 -1.5760 0.2072
N 2.5716 -0.2837 -0.0895
C 3.8155 0.2052 -0.1815
C 4.9447 -0.5725 0.0001
C 3.8471 1.6739 -0.5324
O 4.8422 2.3538 -0.3818
O 2.7126 2.1098 -0.9889
H 3.3560 -3.4582 0.6791
H 1.4065 -1.9517 0.2478
H 5.9307 -0.1440 -0.1092
Se 0.6046 0.0202 -2.3407
C -2.7104 -1.6749 -1.7685
P -1.1950 -2.4226 -1.0367
C -1.8736 -3.6799 0.1211
C -1.0910 -4.8014 0.4088
C -1.4280 -5.6526 1.4475
C -2.5416 -5.3903 2.2327
C -3.3208 -4.2774 1.9619
C -2.9836 -3.4222 0.9232
C -0.6699 -3.5524 -2.3895
C 0.6758 -3.5808 -2.7442
C 1.1280 -4.4463 -3.7302
C 0.2380 -5.2941 -4.3695
C -1.1062 -5.2721 -4.0208
C -1.5572 -4.4122 -3.0324
H -3.3956 -2.4125 -2.1839
H -2.3587 -1.0043 -2.5546
H -3.2185 -1.0776 -1.0097
H -0.2080 -5.0011 -0.1886
H -0.8050 -6.5129 1.6576
H -2.7882 -6.0405 3.0616
H -4.1856 -4.0608 2.5765
H -3.5869 -2.5397 0.7418
H 1.3714 -2.9124 -2.2532
H 2.1770 -4.4540 -3.9957
H 0.5870 -5.9827 -5.1284
H -1.8021 -5.9404 -4.5132
H -2.6038 -4.4256 -2.7528
N -0.4856 -0.7073 2.2127
C -0.5606 -1.4514 3.3725
C 0.3514 -2.4834 3.6110
C 0.3380 -3.1649 4.8142
C -0.5714 -2.8345 5.8097
C -1.4848 -1.8165 5.5775
C -1.4868 -1.1376 4.3718
H -0.1186 -1.1672 1.3936
H -1.2490 -0.0879 2.0032
H 1.0707 -2.7517 2.8457
H 1.0539 -3.9610 4.9745
H -0.5718 -3.3656 6.7525
H -2.2068 -1.5462 6.3387
H -2.2119 -0.3515 4.1907
```

Output
E ... -6148.7222 hartree
M ... 916.76 g/mol
Multiplicity ... 2
LUMO (spin up / spin down) ... 1.24 / 2.12 eV
Net charge ... -1

Löwdin atomic charge list, values in e, 2 entries: 0.503, -0.061


Entry 4:
A molecular structure, C46H42BBaN14O2S4. Source: the Open Molecules 2025 dataset; level of theory: ωB97M-V/def2-TZVPD.

```
110
C46H42BBaN14O2S4 | the Open Molecules 2025 dataset | ωB97M-V/def2-TZVPD
Ba -0.1664 -0.4996 0.0268
C -3.3091 -3.3876 0.1695
C -1.9518 -4.0080 0.1032
C -1.5903 -5.2509 -0.4515
C -0.2521 -5.3828 -0.1579
N 0.1355 -4.2940 0.5274
N -0.8978 -3.4325 0.6738
B 1.5337 -3.9919 1.0975
N 2.4789 -3.6239 -0.0750
C 3.2306 -4.5053 -0.7662
C 3.8470 -3.8290 -1.7918
C 3.4000 -2.5036 -1.6564
C 3.8439 -1.3237 -2.4566
N 2.5589 -2.3947 -0.6327
N 1.4958 -2.9409 2.2135
C 1.5080 -3.2063 3.5372
C 1.4102 -2.0179 4.2200
C 1.3206 -1.0388 3.2155
C 1.2213 0.4469 3.3420
N 1.3678 -1.6090 2.0207
N 2.1354 -5.2757 1.7391
C 3.3899 -5.3614 2.2267
C 3.5360 -6.5991 2.8106
C 2.2814 -7.2144 2.6334
C 1.8381 -8.5752 3.0685
N 1.4483 -6.4071 1.9945
H -3.9922 -4.0375 0.7204
H -3.2576 -2.4396 0.6998
H -3.7388 -3.2349 -0.8240
H -2.2231 -5.9586 -0.9615
H 0.4351 -6.1888 -0.3467
H 3.2898 -5.5384 -0.4676
H 4.5462 -4.2174 -2.5135
H 4.7560 -1.5725 -3.0012
H 3.0950 -1.0062 -3.1829
H 4.0631 -0.4831 -1.7991
H 1.5856 -4.2176 3.8994
H 1.3934 -1.8693 5.2860
H 1.1161 0.7322 4.3884
H 2.1185 0.9250 2.9422
H 0.3411 0.8361 2.8229
H 4.0739 -4.5331 2.1309
H 4.4119 -6.9951 3.2973
H 2.6479 -9.1007 3.5754
H 0.9927 -8.5076 3.7548
H 1.5225 -9.1780 2.2153
S -0.6198 -2.5416 -3.2418
C -2.0902 -1.7966 -2.9283
N -2.3062 -1.1273 -1.8094
C -3.5713 -0.6493 -1.7315
C -4.0917 0.0401 -0.6150
C -5.4005 0.4362 -0.6635
C -6.1957 0.1758 -1.7989
C -5.7115 -0.5009 -2.8927
C -4.3817 -0.9305 -2.8550
S -3.4758 -1.8430 -3.9958
H -3.4662 0.1979 0.2560
H -5.8376 0.9415 0.1871
H -7.2257 0.5111 -1.8031
H -6.3425 -0.6989 -3.7487
S -4.1483 -1.1592 3.6864
C -2.8731 -0.8436 2.6933
N -1.9962 -0.6504 1.9450
C 3.9267 3.3205 -4.5871
C 3.1205 2.4757 -3.6422
C 3.3667 2.4769 -2.2781
C 2.5817 1.6950 -1.4434
N 1.5924 0.9242 -1.8872
C 1.3452 0.9308 -3.1962
C 2.0761 1.6756 -4.1033
H 4.8461 3.6657 -4.1157
H 3.3539 4.1988 -4.8937
H 4.1860 2.7650 -5.4898
H 4.1697 3.0575 -1.8400
H 2.8024 1.6689 -0.3812
H 0.5080 0.3301 -3.5338
H 1.8229 1.6419 -5.1560
S 4.9883 1.1396 1.0434
C 5.5153 2.6951 1.3408
N 5.8884 3.7805 1.5483
O -1.3160 2.3819 -3.0834
C -1.2021 2.7650 -1.9257
N -1.2535 4.1174 -1.5690
C -1.4242 4.2328 -0.1313
C -1.1596 2.7504 0.2844
O -1.1159 2.3647 1.4429
N -1.0287 1.9883 -0.8192
C -0.3687 5.0963 0.5350
C -0.4790 5.3782 1.8952
C 0.5274 6.0693 2.5494
C 1.6597 6.4792 1.8585
C 1.7758 6.1962 0.5074
C 0.7651 5.5095 -0.1529
C -2.8417 4.6681 0.2067
C -3.8339 3.7467 0.5287
C -5.1370 4.1679 0.7521
C -5.4683 5.5106 0.6533
C -4.4838 6.4367 0.3379
C -3.1807 6.0172 0.1232
H -1.7849 4.7094 -2.1873
H -1.3410 5.0215 2.4443
H 0.4402 6.2628 3.6117
H 2.4618 6.9889 2.3769
H 2.6719 6.4788 -0.0305
H 0.8675 5.2583 -1.2003
H -3.5801 2.7002 0.6324
H -5.8967 3.4435 1.0186
H -6.4857 5.8355 0.8347
H -4.7285 7.4901 0.2692
H -2.4066 6.7429 -0.0997
```

Output
E ... -4338.7169 hartree
M ... 1099.35 g/mol
Multiplicity ... 2
LUMO (spin up / spin down) ... 3.30 / 0.68 eV
Energy above the lowest of the compared OMol25 structures with the same formula, charge and spin ... 0.000 eV
Net charge ... -2

Löwdin atomic charge list, values in e, 2 entries: 1.680, -0.032